No. 1
{"formula": "C27H39ILiN3O2S2", "method": "ωB97M-V with the def2-TZVPD basis set", "total_charge": -2, "e_above_lowest_kcal_mol": 12.0, "e_tot_ev": -67176.671, "homo_lumo_gap_ev": 5.75, "species": ["Li", "C", "C", "C", "C", "C", "C", "C", "C", "C", "C", "C", "C", "C", "C", "C", "C", "C", "H", "H", "H", "H", "H", "H", "H", "H", "H", "H", "H", "H", "H", "H", "H", "H", "H", "H", "H", "H", "H", "H", "H", "H", "H", "H", "H", "H", "H", "C", "N", "C", "C", "N", "H", "H", "H", "H", "H", "H", "I", "O", "S", "O", "N", "C", "S", "C", "C", "C", "C", "C", "C", "H", "H", "H", "H"], "xyz": [[-0.938, -0.598, -1.664], [-3.183, -1.141, -0.493], [-2.500, -1.909, 0.468], [-1.725, -0.996, 1.242], [-1.942, 0.286, 0.709], [-2.838, 0.214, -0.366], [-3.567, 1.356, -1.042], [-2.825, 2.689, -0.886], [-3.759, 1.098, -2.540], [-4.954, 1.474, -0.382], [-0.837, -1.187, 2.465], [-0.421, 0.172, 3.053], [-1.580, -1.909, 3.604], [0.472, -1.915, 2.135], [-2.803, -3.405, 0.571], [-3.249, -3.941, -0.802], [-3.964, -3.641, 1.557], [-1.650, -4.324, 0.993], [-3.933, -1.502, -1.181], [-1.517, 1.208, 1.073], [-1.842, 2.616, -1.346], [-2.701, 2.944, 0.165], [-3.386, 3.494, -1.371], [-2.794, 0.967, -3.028], [-4.276, 1.938, -3.013], [-4.345, 0.199, -2.709], [-4.833, 1.718, 0.672], [-5.469, 0.518, -0.451], [-5.574, 2.243, -0.854], [-1.290, 0.771, 3.320], [0.194, 0.727, 2.350], [0.171, 0.018, 3.957], [-2.542, -1.430, 3.786], [-0.996, -1.862, 4.527], [-1.752, -2.956, 3.383], [1.079, -1.311, 1.465], [0.307, -2.867, 1.652], [1.050, -2.090, 3.043], [-4.214, -3.544, -1.103], [-3.344, -5.028, -0.774], [-2.517, -3.679, -1.563], [-4.835, -3.060, 1.260], [-3.685, -3.345, 2.565], [-4.243, -4.698, 1.577], [-0.800, -4.222, 0.324], [-1.989, -5.363, 0.947], [-1.318, -4.144, 2.008], [1.863, 4.386, -2.187], [1.260, 3.468, -1.251], [0.644, 4.063, -0.086], [0.752, 2.335, -1.686], [0.324, 1.334, -2.047], [1.135, 5.113, -2.573], [2.288, 3.830, -3.019], [2.666, 4.926, -1.679], [1.320, 4.824, 0.308], [0.490, 3.293, 0.668], [-0.322, 4.530, -0.322], [-0.905, -1.421, -4.222], [7.539, -2.391, -1.399], [7.112, -1.627, -0.245], [7.967, -1.771, 0.919], [5.546, -1.857, 0.118], [4.852, -0.758, -0.067], [3.228, -0.570, 0.235], [5.621, 0.406, -0.550], [5.149, 1.680, -0.823], [6.055, 2.644, -1.231], [7.407, 2.345, -1.363], [7.877, 1.064, -1.092], [6.968, 0.117, -0.689], [4.092, 1.882, -0.718], [5.702, 3.649, -1.435], [8.102, 3.110, -1.688], [8.924, 0.814, -1.176]]}

No. 2
{"formula": "C27H39IN4O5PS", "method": "ωB97M-V with the def2-TZVPD basis set", "total_charge": 1, "e_tot_ev": -73040.268, "homo_lumo_gap_ev": 5.89, "species": ["C", "C", "C", "C", "S", "N", "C", "C", "C", "O", "I", "C", "C", "C", "C", "C", "C", "C", "C", "C", "C", "C", "O", "O", "C", "C", "C", "O", "H", "H", "H", "H", "H", "H", "H", "H", "H", "H", "H", "H", "H", "H", "H", "H", "H", "H", "H", "H", "H", "O", "P", "N", "C", "C", "N", "C", "C", "N", "C", "C", "H", "H", "H", "H", "H", "H", "H", "H", "H", "H", "H", "H", "H", "H", "H", "H", "H", "H"], "xyz": [[-1.847, 0.379, 3.183], [-1.767, -0.920, 2.868], [-1.044, -1.288, 1.622], [-1.690, -1.204, 0.396], [-3.353, -0.652, 0.302], [-1.016, -1.542, -0.719], [0.275, -1.935, -0.748], [0.824, -2.226, -2.122], [1.768, -1.138, -2.642], [2.313, -1.262, -3.670], [2.029, 0.671, -1.517], [0.987, -2.032, 0.440], [2.444, -2.450, 0.490], [2.698, -3.925, 0.097], [3.393, -4.140, -1.237], [3.169, -5.350, -1.898], [3.729, -5.635, -3.135], [4.541, -4.676, -3.726], [4.794, -3.465, -3.102], [4.215, -3.213, -1.863], [0.288, -1.699, 1.612], [0.949, -1.780, 2.969], [1.786, -1.024, 3.321], [0.474, -2.763, 3.796], [1.097, -4.036, 3.554], [0.247, -4.834, 2.550], [-0.294, -6.236, 3.128], [0.809, -5.925, 2.036], [-1.864, 0.712, 4.212], [-1.844, 1.120, 2.387], [-2.257, -1.653, 3.498], [-3.807, -1.388, -0.733], [-1.518, -1.486, -1.596], [1.256, -3.225, -2.178], [-0.013, -2.233, -2.827], [3.031, -1.727, -0.070], [2.754, -2.337, 1.525], [1.788, -4.524, 0.123], [3.365, -4.357, 0.847], [2.509, -6.080, -1.439], [3.522, -6.585, -3.607], [4.968, -4.866, -4.703], [5.412, -2.738, -3.608], [4.416, -2.247, -1.411], [1.140, -4.634, 4.453], [2.077, -3.902, 3.090], [-0.439, -4.278, 1.913], [-1.322, -5.915, 2.746], [-0.424, -7.233, 2.693], [-2.781, 3.864, 1.432], [-2.299, 4.907, 0.454], [-3.348, 4.613, -0.877], [-3.203, 3.536, -1.828], [-4.745, 4.932, -0.616], [-0.675, 4.330, 0.312], [-0.039, 3.887, -0.901], [-0.160, 3.560, 1.437], [-1.837, 6.422, -0.169], [-2.088, 6.962, -1.493], [-0.829, 7.166, 0.586], [-3.634, 3.845, -2.786], [-3.700, 2.608, -1.507], [-2.164, 3.304, -2.048], [-4.862, 6.006, -0.433], [-5.135, 4.395, 0.256], [-5.369, 4.686, -1.475], [-0.309, 2.847, -1.137], [1.051, 3.926, -0.794], [-0.266, 4.518, -1.762], [-0.484, 2.509, 1.401], [-0.479, 3.983, 2.385], [0.934, 3.580, 1.434], [-1.561, 6.405, -2.271], [-1.750, 7.999, -1.543], [-3.147, 6.987, -1.739], [0.169, 7.018, 0.163], [-0.808, 6.847, 1.627], [-1.052, 8.235, 0.591]]}

No. 3
{"formula": "C27H39N3O6S", "method": "ωB97M-V with the def2-TZVPD basis set", "total_charge": 0, "smiles": "NC(=O)CCc1c(CCCCO)ccc2c1Nc1cccc(N)c1S2.CCOC(C)=O.CCOC(C)=O", "e_above_lowest_kcal_mol": 49.3, "e_tot_ev": -56223.759, "homo_lumo_gap_ev": 7.95, "species": ["N", "C", "O", "C", "C", "C", "C", "C", "C", "C", "C", "O", "C", "C", "C", "C", "N", "C", "C", "C", "C", "C", "N", "C", "S", "H", "H", "H", "H", "H", "H", "H", "H", "H", "H", "H", "H", "H", "H", "H", "H", "H", "H", "H", "H", "H", "H", "H", "O", "C", "O", "C", "C", "C", "H", "H", "H", "H", "H", "H", "H", "H", "O", "C", "O", "C", "C", "C", "H", "H", "H", "H", "H", "H", "H", "H"], "xyz": [[-2.959, -1.755, -2.680], [-2.851, -0.548, -1.987], [-3.768, -0.077, -1.342], [-1.473, 0.066, -2.001], [-0.596, -0.560, -0.883], [-0.249, 0.406, 0.223], [0.796, 1.319, 0.032], [1.583, 1.309, -1.262], [2.571, 2.455, -1.463], [1.921, 3.820, -1.673], [2.875, 4.831, -2.299], [4.175, 4.800, -1.711], [1.139, 2.200, 1.049], [0.480, 2.168, 2.267], [-0.566, 1.282, 2.456], [-0.945, 0.406, 1.437], [-2.035, -0.444, 1.702], [-1.995, -1.175, 2.903], [-2.244, -2.544, 2.929], [-2.191, -3.216, 4.138], [-1.885, -2.548, 5.310], [-1.640, -1.175, 5.295], [-1.291, -0.493, 6.475], [-1.705, -0.492, 4.080], [-1.464, 1.255, 3.976], [-3.926, -2.060, -2.623], [-2.720, -1.677, -3.664], [-1.597, 1.134, -1.825], [-1.015, -0.066, -2.982], [0.324, -0.941, -1.324], [-1.108, -1.436, -0.486], [0.910, 1.279, -2.122], [2.151, 0.371, -1.291], [3.296, 2.488, -0.649], [3.157, 2.235, -2.361], [1.553, 4.244, -0.735], [1.040, 3.711, -2.313], [2.463, 5.838, -2.188], [3.015, 4.638, -3.362], [4.120, 5.219, -0.846], [1.943, 2.912, 0.927], [0.756, 2.836, 3.072], [-2.310, -1.008, 0.914], [-2.481, -3.077, 2.017], [-2.383, -4.281, 4.175], [-1.824, -3.080, 6.251], [-1.571, -1.029, 7.286], [-1.751, 0.406, 6.539], [-3.148, -3.139, -5.770], [-3.954, -4.012, -5.588], [-4.588, -4.042, -4.402], [-5.677, -4.923, -4.102], [-5.202, -6.291, -3.661], [-4.222, -5.087, -6.613], [-6.367, -4.977, -4.946], [-6.207, -4.430, -3.289], [-4.652, -6.802, -4.452], [-6.053, -6.911, -3.380], [-4.539, -6.197, -2.801], [-3.454, -5.853, -6.511], [-4.134, -4.639, -7.599], [-5.199, -5.555, -6.529], [5.375, 5.817, 2.729], [5.647, 4.650, 2.682], [4.648, 3.770, 2.464], [4.875, 2.375, 2.233], [5.012, 1.584, 3.516], [7.053, 4.146, 2.911], [5.724, 2.231, 1.563], [3.987, 2.050, 1.692], [5.885, 1.894, 4.091], [5.108, 0.521, 3.293], [4.131, 1.730, 4.141], [7.222, 4.084, 3.985], [7.741, 4.878, 2.495], [7.265, 3.178, 2.466]]}

- Which formula does entry 2 have?
  C27H39IN4O5PS

- What is the formula in the first record?
  C27H39ILiN3O2S2

Repeat the first record exactly.
{"formula": "C27H39ILiN3O2S2", "method": "ωB97M-V with the def2-TZVPD basis set", "total_charge": -2, "e_above_lowest_kcal_mol": 12.0, "e_tot_ev": -67176.671, "homo_lumo_gap_ev": 5.75, "species": ["Li", "C", "C", "C", "C", "C", "C", "C", "C", "C", "C", "C", "C", "C", "C", "C", "C", "C", "H", "H", "H", "H", "H", "H", "H", "H", "H", "H", "H", "H", "H", "H", "H", "H", "H", "H", "H", "H", "H", "H", "H", "H", "H", "H", "H", "H", "H", "C", "N", "C", "C", "N", "H", "H", "H", "H", "H", "H", "I", "O", "S", "O", "N", "C", "S", "C", "C", "C", "C", "C", "C", "H", "H", "H", "H"], "xyz": [[-0.938, -0.598, -1.664], [-3.183, -1.141, -0.493], [-2.500, -1.909, 0.468], [-1.725, -0.996, 1.242], [-1.942, 0.286, 0.709], [-2.838, 0.214, -0.366], [-3.567, 1.356, -1.042], [-2.825, 2.689, -0.886], [-3.759, 1.098, -2.540], [-4.954, 1.474, -0.382], [-0.837, -1.187, 2.465], [-0.421, 0.172, 3.053], [-1.580, -1.909, 3.604], [0.472, -1.915, 2.135], [-2.803, -3.405, 0.571], [-3.249, -3.941, -0.802], [-3.964, -3.641, 1.557], [-1.650, -4.324, 0.993], [-3.933, -1.502, -1.181], [-1.517, 1.208, 1.073], [-1.842, 2.616, -1.346], [-2.701, 2.944, 0.165], [-3.386, 3.494, -1.371], [-2.794, 0.967, -3.028], [-4.276, 1.938, -3.013], [-4.345, 0.199, -2.709], [-4.833, 1.718, 0.672], [-5.469, 0.518, -0.451], [-5.574, 2.243, -0.854], [-1.290, 0.771, 3.320], [0.194, 0.727, 2.350], [0.171, 0.018, 3.957], [-2.542, -1.430, 3.786], [-0.996, -1.862, 4.527], [-1.752, -2.956, 3.383], [1.079, -1.311, 1.465], [0.307, -2.867, 1.652], [1.050, -2.090, 3.043], [-4.214, -3.544, -1.103], [-3.344, -5.028, -0.774], [-2.517, -3.679, -1.563], [-4.835, -3.060, 1.260], [-3.685, -3.345, 2.565], [-4.243, -4.698, 1.577], [-0.800, -4.222, 0.324], [-1.989, -5.363, 0.947], [-1.318, -4.144, 2.008], [1.863, 4.386, -2.187], [1.260, 3.468, -1.251], [0.644, 4.063, -0.086], [0.752, 2.335, -1.686], [0.324, 1.334, -2.047], [1.135, 5.113, -2.573], [2.288, 3.830, -3.019], [2.666, 4.926, -1.679], [1.320, 4.824, 0.308], [0.490, 3.293, 0.668], [-0.322, 4.530, -0.322], [-0.905, -1.421, -4.222], [7.539, -2.391, -1.399], [7.112, -1.627, -0.245], [7.967, -1.771, 0.919], [5.546, -1.857, 0.118], [4.852, -0.758, -0.067], [3.228, -0.570, 0.235], [5.621, 0.406, -0.550], [5.149, 1.680, -0.823], [6.055, 2.644, -1.231], [7.407, 2.345, -1.363], [7.877, 1.064, -1.092], [6.968, 0.117, -0.689], [4.092, 1.882, -0.718], [5.702, 3.649, -1.435], [8.102, 3.110, -1.688], [8.924, 0.814, -1.176]]}